(1)
Computed, not measured: 3 unconnected molecules or ions with the total composition C33H32F14N2O15S3 in a non-equilibrium geometry, with ωB97M-V with the def2-TZVPD basis set.

The geometry in ORCA input format:
```
! wB97M-V def2-TZVPD RIJCOSX def2/J DEFGRID3
* xyz 0 1
C -0.4168 -5.4558 -5.5556
C -0.9661 -4.1239 -5.9482
O -0.9067 -3.6885 -7.0728
O -1.5261 -3.4698 -4.9289
C -1.9669 -2.1275 -5.2134
C -2.5308 -1.5458 -3.9258
C -1.5100 -0.6801 -3.1746
C -1.8086 -0.5317 -1.6764
C -0.6662 -1.0924 -0.8040
C -0.7566 -0.6642 0.6602
C -0.1634 0.7204 1.1407
C -1.3642 1.6610 1.4574
C -1.2741 3.1748 1.3114
F -1.5581 3.5152 -0.0138
C 0.7456 0.4495 2.4037
N 1.2976 1.6643 2.9120
S -0.4521 -0.1921 3.7840
O -1.6197 -0.8100 3.2159
O -0.6859 0.9363 4.6420
C 0.1586 -1.5434 4.9479
F -1.0045 -1.9314 5.5056
F 0.6341 -2.5749 4.2345
C 1.1402 -1.1512 6.1265
F 2.2485 -1.8851 6.0362
F 0.5606 -1.4096 7.2893
F 1.4612 0.1368 6.0837
C 1.9419 -0.4591 1.9954
C 2.9413 -0.8394 3.0738
O 3.4141 -0.0675 3.8533
N 3.3284 -2.2031 3.1237
C 3.2839 -2.9892 1.9639
O 2.3324 -3.5038 1.5110
F 4.4777 -3.1224 1.4101
C 2.7601 0.0261 0.7730
S 4.1553 1.2820 0.9703
O 4.3263 1.8331 -0.3407
O 4.0687 2.1631 2.0846
C 5.6664 0.2113 1.1344
F 5.5251 -0.6819 2.1474
F 5.7918 -0.4852 -0.0154
C 6.9590 1.0260 1.4329
F 6.8282 1.6129 2.6348
F 7.9410 0.0871 1.5125
C 7.4126 2.0826 0.3808
F 7.2058 1.6560 -0.8558
F 8.7204 2.2891 0.5488
F 6.7820 3.2302 0.5835
O 2.0219 0.4336 -0.3365
S 0.8438 1.5209 -0.1243
O 0.1242 1.5724 -1.3428
O 1.4505 2.7074 0.3757
H -0.9011 -6.2292 -6.1449
H -0.5534 -5.6768 -4.5018
H 0.6479 -5.4721 -5.7759
H -1.1238 -1.5534 -5.5925
H -2.7164 -2.1592 -6.0015
H -3.3959 -0.9332 -4.1701
H -2.8144 -2.3843 -3.2914
H -1.4805 0.3135 -3.6220
H -0.5214 -1.1122 -3.3409
H -1.9988 0.5064 -1.4266
H -2.6776 -1.1493 -1.4460
H 0.2797 -0.9054 -1.2979
H -0.7921 -2.1761 -0.8162
H -1.8080 -0.6820 0.9208
H -0.3482 -1.4638 1.2704
H -2.1563 1.3889 0.7623
H -1.7537 1.4421 2.4460
H -0.3278 3.6298 1.5905
H -2.0523 3.6238 1.9311
H 1.7029 1.5714 3.8353
H 0.6027 2.3960 2.9718
H 1.5247 -1.4082 1.6630
H 4.2595 -2.2247 3.5342
H 3.2836 -0.8664 0.4222
C -5.1937 -2.8374 3.2754
C -4.0305 -2.8917 2.6328
C -3.9685 -2.8039 1.1533
O -2.9070 -2.8503 0.5666
C -5.2461 -2.6487 0.4150
C -6.4090 -2.5949 1.0575
C -6.4753 -2.6850 2.5401
O -7.5346 -2.6336 3.1238
H -5.2664 -2.8978 4.3537
H -3.0833 -2.9937 3.1460
H -5.1718 -2.5840 -0.6635
H -7.3548 -2.4834 0.5429
C -2.4406 6.2379 -5.0213
C -2.5409 4.9236 -4.8484
C -1.7432 4.2184 -3.8114
O -1.8337 3.0205 -3.6607
C -0.8267 5.0395 -2.9737
C -0.7277 6.3541 -3.1519
C -1.5262 7.0579 -4.1855
O -1.4385 8.2559 -4.3453
H -3.0110 6.7730 -5.7699
H -3.1994 4.3062 -5.4461
H -0.2556 4.5062 -2.2235
H -0.0668 6.9724 -2.5579
*
```

Values from the calculation:
SMILES   CC(=O)OCCCCCC[C@@]1(CCF)[C@@](N)(S(=O)(=O)C(F)(F)C(F)(F)F)[C@H](C(=O)NC(=O)F)[C@H](S(=O)(=O)C(F)(F)C(F)(F)C(F)(F)F)OS1(=O)=O.O=C1C=CC(=O)C=C1.O=C1C=CC(=O)C=C1
ΔE to the lowest compared entry with this formula, charge and spin   0.00 kcal/mol
HOMO-LUMO gap   8.4 eV
LUMO energy   -1.65 eV
HOMO energy   -10.06 eV
E   -5107.352970 hartree
Strongest force on any atom   2.2 eV/Å

(2)
Computed, not measured: a gas-phase ion, C2H4NO2 (charge +1) in a non-equilibrium geometry, with ωB97M-V with the def2-TZVPD basis set.

The geometry in ORCA input format:
```
! wB97M-V def2-TZVPD RIJCOSX def2/J DEFGRID3
* xyz 1 1
C 0.0965 -0.3581 -0.4488
C -1.0070 0.1452 0.2915
N 1.3884 0.0189 -0.0803
O 2.2068 0.8405 0.0806
O 1.2113 -1.1831 0.2504
H -0.1540 -0.6042 -1.5770
H -0.9729 -0.1331 1.3405
H -2.0285 -0.0717 -0.1755
H -0.7407 1.3455 0.3185
*
```

Values from the calculation:
SMILES   C[C@@H]1O[N+]1=O
ΔE to the lowest compared entry with this formula, charge and spin   134.44 kcal/mol
HOMO-LUMO gap   11.1 eV
LUMO energy   -7.17 eV
HOMO energy   -18.29 eV
E   -283.341919 hartree
Strongest force on any atom   4.1 eV/Å

(3)
Computed, not measured: a molecular structure, C3AgLiO6 in a non-equilibrium geometry, with ωB97M-V with the def2-TZVPD basis set.

The geometry in ORCA input format:
```
! wB97M-V def2-TZVPD RIJCOSX def2/J DEFGRID3
* xyz 1 2
C -0.8051 1.4964 0.6560
O -1.3436 2.1345 1.5565
C -0.8549 1.9259 -0.8491
O -0.2281 1.1166 -1.6201
O -1.4326 2.9492 -1.1639
Li -0.5187 0.8122 2.8532
Ag 0.6319 -0.4117 -0.7378
O -0.1230 0.4266 0.9094
O 1.8226 -4.5672 -0.2483
O 1.2649 -2.3906 -0.7905
C 1.5866 -3.4920 -0.5654
*
```

Values from the calculation:
⟨S²⟩   0.7560
HOMO-LUMO gap (alpha / beta)   9.9 / 6.4 eV
LUMO energy (alpha / beta)   -4.27 / -7.54 eV
HOMO energy (alpha / beta)   -14.20 / -13.95 eV
E   -720.032006 hartree
Strongest force on any atom   3.5 eV/Å

(4)
Computed, not measured: a molecular structure, C54H82As3F18N8 in a non-equilibrium geometry, with ωB97M-V with the def2-TZVPD basis set.

The geometry in ORCA input format:
```
! wB97M-V def2-TZVPD RIJCOSX def2/J DEFGRID3
* xyz 5 1
C 9.3851 -5.2036 -2.6925
N 8.6768 -4.2187 -3.6068
C 8.8652 -4.3068 -4.9226
C 8.0986 -3.4900 -5.7728
C 7.3691 -2.4681 -5.2090
C 7.2349 -2.3768 -3.8333
C 7.9222 -3.2533 -3.0365
C 6.7859 -1.4320 -6.1379
C 5.4683 -1.0506 -5.9383
C 4.8620 -0.1323 -6.7457
N 5.5493 0.4495 -7.8017
C 6.8771 0.1251 -8.0181
C 7.5142 -0.7319 -7.0857
C 4.8270 1.3839 -8.6815
H 8.6289 -5.5273 -1.9773
H 10.2685 -4.7970 -2.2000
H 9.7602 -6.0859 -3.2110
H 9.6709 -4.9657 -5.2110
H 8.3384 -3.3829 -6.8203
H 6.5846 -1.6057 -3.4476
H 7.8434 -3.4264 -1.9733
H 4.9961 -1.5069 -5.0810
H 3.7973 0.0098 -6.6334
H 7.4512 0.5801 -8.8116
H 8.5840 -0.8506 -7.1741
H 4.4917 2.1442 -7.9760
H 3.9649 0.8099 -9.0209
H 5.5802 1.6836 -9.4102
C -0.9879 2.0873 8.3730
N 0.3337 1.9679 7.7134
C 0.2838 1.7948 6.3960
C 1.5182 1.7159 5.7118
C 2.7215 1.7611 6.4052
C 2.6916 1.8379 7.7948
C 1.4726 2.0147 8.4531
C 4.0746 1.8330 5.7157
C 4.2313 2.6335 4.6134
C 5.4304 2.6374 3.9005
N 6.5210 2.0617 4.4829
C 6.4361 1.3549 5.6318
C 5.1884 1.1399 6.2243
C 7.8442 1.9771 3.8200
H -0.9398 1.6980 9.3900
H -1.6723 1.3882 7.8924
H -1.2388 3.1425 8.2645
H -0.6586 1.6298 5.8951
H 1.5907 1.6264 4.6379
H 3.5395 1.7970 8.4626
H 1.3668 2.2156 9.5089
H 3.3242 3.1280 4.2986
H 5.4797 3.0984 2.9251
H 7.3845 0.9743 5.9814
H 4.9529 0.4263 7.0000
H 8.5996 1.9894 4.6057
H 7.8351 2.9370 3.3035
H 7.7401 1.0767 3.2146
C -0.4909 -3.6184 14.9169
N -1.1557 -3.7183 13.5934
C -2.2990 -3.0445 13.4230
C -2.9670 -3.1065 12.1861
C -2.3239 -3.8549 11.1723
C -1.1802 -4.6581 11.4529
C -0.5473 -4.4392 12.6671
C -2.9609 -3.8590 9.8424
C -2.1185 -3.9435 8.7426
C -2.6200 -3.9436 7.4046
N -3.9733 -3.7321 7.1458
C -4.8167 -3.7320 8.1841
C -4.3259 -3.7731 9.5256
C -4.5191 -3.7181 5.7536
H -1.0236 -4.3073 15.5725
H -0.6163 -2.5899 15.2552
H 0.5734 -3.7882 14.7543
H -2.5862 -2.4548 14.2809
H -3.8740 -2.5394 12.0373
H -0.7947 -5.4160 10.7870
H 0.4201 -4.8752 12.8678
H -1.0405 -4.0051 8.7637
H -1.9962 -3.8723 6.5259
H -5.8570 -3.7294 7.8942
H -5.0127 -4.0162 10.3228
H -4.2646 -4.6435 5.2368
H -4.0028 -2.8691 5.3056
H -5.5947 -3.5427 5.7305
C -4.4480 -6.8793 -5.7312
C -5.2359 -5.6852 -6.0634
C -4.5026 -4.6507 -6.9825
C -5.4478 -3.4298 -7.2813
N -4.7640 -2.4447 -8.2524
C -5.8169 -1.4179 -8.8822
C -5.4936 -1.3035 -10.3963
C -4.1706 -2.0936 -10.6430
C -4.1186 -3.1233 -9.5140
C -3.6656 -1.6546 -7.4919
H -5.0729 -7.5620 -5.1553
H -3.6145 -6.6609 -5.0636
H -3.9288 -7.3755 -6.5512
H -5.5555 -5.2349 -5.1236
H -6.0821 -5.9342 -6.7037
H -3.9873 -5.1441 -7.8066
H -3.6938 -4.2401 -6.3781
H -5.6191 -2.9386 -6.3235
H -6.4249 -3.7570 -7.6366
H -5.6984 -0.4493 -8.3966
H -6.8355 -1.7991 -8.8086
H -5.4721 -0.2494 -10.6729
H -6.3585 -1.7522 -10.8850
H -3.3007 -1.4590 -10.8124
H -4.3659 -2.6254 -11.5742
H -3.1287 -3.5201 -9.2890
H -4.8480 -3.9249 -9.6308
H -4.1113 -1.1384 -6.6416
H -3.1454 -1.0344 -8.2219
H -2.9978 -2.4925 -7.2919
C 0.6969 6.9530 -2.1325
C 0.0992 7.8111 -0.9823
C -1.4554 7.9166 -0.8246
C -2.1788 6.5708 -0.4427
N -3.7542 6.6725 -0.2319
C -4.5478 5.3699 0.0173
C -6.0200 5.6311 -0.4399
C -5.9813 6.7604 -1.3762
C -4.5083 7.1135 -1.5583
C -3.9765 7.6319 0.9257
H 0.3820 7.3355 -3.1034
H 0.3264 5.9282 -2.1064
H 1.7829 7.0453 -2.1470
H 0.4776 8.8269 -1.0965
H 0.5619 7.3117 -0.1311
H -1.6968 8.2303 -1.8401
H -1.6506 8.6921 -0.0840
H -1.7780 6.1184 0.4644
H -1.9603 5.8142 -1.1963
H -4.4097 4.9677 1.0210
H -4.0602 4.6182 -0.6035
H -6.4987 5.8672 0.5105
H -6.5593 4.7714 -0.8376
H -6.4832 7.6226 -0.9372
H -6.4696 6.4142 -2.2871
H -4.1534 8.1416 -1.6297
H -4.1151 6.5227 -2.3856
H -3.4655 7.1669 1.7687
H -5.0458 7.7218 1.1170
H -3.6752 8.6393 0.6384
As -0.7607 -0.9063 -1.6014
F -1.1891 0.3176 -0.3264
F 0.9931 -0.7920 -1.1431
F -0.3003 -2.1247 -2.8657
F -2.5090 -1.0090 -1.9910
F -0.5219 0.3324 -2.7955
F -1.0279 -2.1763 -0.3817
As -2.1587 6.4442 -8.3889
F -3.4912 5.3920 -7.6782
F -2.6066 7.7401 -7.1970
F -0.9798 7.5771 -9.0962
F -1.7688 5.1948 -9.6119
F -3.3258 7.1764 -9.5252
F -0.9317 5.7244 -7.2095
As 4.3331 -5.3939 4.0252
F 2.7509 -6.2525 4.0338
F 4.0553 -4.6987 5.7036
F 5.8941 -4.4932 4.0185
F 4.7051 -5.9401 2.3802
F 3.4103 -3.9277 3.4430
F 4.9614 -6.9250 4.7937
*
```

Values from the calculation:
HOMO-LUMO gap   4.2 eV
LUMO energy   -11.05 eV
HOMO energy   -15.24 eV
E   -11048.179405 hartree
Strongest force on any atom   3.3 eV/Å